Entry 1:
Entry from the OMol25 dataset: an isolated molecule of C4H10N2O in a non-equilibrium geometry (wB97M-V/def2-TZVPD).

ORCA input file:
```
! wB97M-V def2-TZVPD RIJCOSX def2/J DEFGRID3
* xyz 0 1
O 0.9238 -0.4353 -2.3294
N -0.3341 -0.4824 1.0198
N 2.0068 -0.8148 -0.3972
C 0.0434 0.7727 1.6652
C -0.4836 -0.6226 -0.4370
C 0.8706 -0.5620 -1.1278
C -1.4436 0.3953 -1.0696
H 1.8547 -1.0107 0.5762
H -1.2061 -0.8055 1.3979
H 2.7712 -0.1954 -0.6061
H -0.6705 1.5691 1.4906
H -0.8307 -1.6534 -0.5567
H -2.0991 0.9601 -0.4050
H 0.1365 0.5247 2.7227
H -0.7821 1.2438 -1.3184
H 1.0767 1.0140 1.4119
H -1.8340 0.1022 -2.0369
*
```

Kohn-Sham gap: 10.0599 eV
E: -343.1517 a.u.
HOMO energy: -9.18 eV
ΔE to the lowest compared entry with this formula, charge and spin: 31.22 kcal/mol
Molar mass: 102.1 g/mol

=====

Entry 2:
Entry from the OMol25 dataset: a cluster of 4 separate species, C4H10N2O in total in a non-equilibrium geometry (wB97M-V/def2-TZVPD).

ORCA input file:
```
! wB97M-V def2-TZVPD RIJCOSX def2/J DEFGRID3
* xyz 0 1
O 0.3019 1.9720 0.1326
N 0.7246 -0.7017 -1.4076
N -1.5650 -0.5557 1.4990
C -0.7031 -1.2075 0.6579
C 0.2718 -0.1806 -0.1899
C -0.4588 1.0615 -0.8042
C 1.1756 0.7906 0.5456
H -0.3798 1.1449 -1.8659
H -1.5573 1.2666 -0.8689
H 1.5267 -1.4952 -1.5214
H -1.2592 -1.6727 -0.3043
H -0.1707 -1.8949 1.2249
H 0.6687 0.3905 -2.4672
H -0.9109 -1.0882 2.8922
H 1.4309 0.4991 1.5634
H -1.1679 0.9931 1.1173
H 2.0726 0.6782 -0.2034
*
```

Kohn-Sham gap: 8.4566 eV
E: -342.7010 a.u.
HOMO energy: -8.65 eV
ΔE to the lowest compared entry with this formula, charge and spin: 314.02 kcal/mol
Molar mass: 102.1 g/mol

=====

Entry 3:
Entry from the OMol25 dataset: an isolated molecule of C4H10N2O (wB97M-V/def2-TZVPD).

ORCA input file:
```
! wB97M-V def2-TZVPD RIJCOSX def2/J DEFGRID3
* xyz 0 1
O 1.0055 0.9943 2.0133
N 0.5297 0.6427 -2.4124
N -1.7857 -0.4673 -0.7225
C -0.1446 -0.8653 1.0490
C 0.5484 -0.1105 2.1438
C -0.4759 -0.0490 -0.2001
C 0.6091 -0.2550 -1.2570
H -2.5201 -0.1607 -0.0973
H 0.7792 1.5829 -2.1285
H 1.5766 -0.1092 -0.7861
H -1.9543 -0.0050 -1.6099
H -0.4116 0.6905 -2.7878
H 0.6032 -0.6467 3.1011
H -1.0277 -1.3903 1.4345
H -0.5232 1.0114 0.0552
H 0.4647 -1.7365 0.7621
H 0.4970 -1.2692 -1.6391
*
```

Kohn-Sham gap: 10.3564 eV
E: -343.1419 a.u.
HOMO energy: -9.37 eV
ΔE to the lowest compared entry with this formula, charge and spin: 37.39 kcal/mol
Molar mass: 102.1 g/mol

=====

Entry 4:
Entry from the OMol25 dataset: a cluster of 2 separate species, C4H10N2O in total (wB97M-V/def2-TZVPD).

ORCA input file:
```
! wB97M-V def2-TZVPD RIJCOSX def2/J DEFGRID3
* xyz 0 1
O 1.4202 0.9166 -0.4112
N -0.3147 -2.1635 -0.2709
N -0.4423 -1.2989 1.9190
C -0.8510 1.6691 -0.1039
C -0.9169 -1.5950 0.6772
C 1.1385 0.4398 -1.7114
C 0.4084 1.5006 0.2678
H -1.5431 2.1626 0.5524
H 0.5521 -1.3635 2.0734
H 0.7730 1.8475 1.2270
H 0.4004 -0.3676 -1.6819
H 0.6588 -2.3894 -0.0696
H -1.9607 -1.3391 0.5260
H 2.0815 0.0604 -2.1006
H 0.7761 1.2483 -2.3530
H -0.9438 -0.6570 2.5068
H -1.2365 1.3291 -1.0470
*
```

Kohn-Sham gap: 9.9192 eV
E: -343.1112 a.u.
HOMO energy: -9.01 eV
ΔE to the lowest compared entry with this formula, charge and spin: 56.62 kcal/mol
Molar mass: 102.1 g/mol

=====

Number 1: lowest unoccupied orbital energy 0.88 eV. Number 2: lowest unoccupied orbital energy -0.19 eV. Number 3: lowest unoccupied orbital energy 0.99 eV. Number 4: lowest unoccupied orbital energy 0.91 eV.